{
  "formula": "C53H118N6O8",
  "method": "ωB97M-V with the def2-TZVPD basis set",
  "species": ["C", "C", "C", "C", "C", "C", "C", "C", "C", "N", "O", "H", "H", "H", "H", "H", "H", "H", "H", "H", "H", "H", "H", "H", "H", "H", "H", "H", "H", "H", "C", "C", "C", "C", "C", "C", "C", "C", "C", "N", "O", "H", "H", "H", "H", "H", "H", "H", "H", "H", "H", "H", "H", "H", "H", "H", "H", "H", "H", "H", "C", "C", "C", "C", "C", "C", "C", "C", "C", "N", "O", "H", "H", "H", "H", "H", "H", "H", "H", "H", "H", "H", "H", "H", "H", "H", "H", "H", "H", "H", "C", "C", "C", "C", "C", "C", "C", "C", "C", "N", "O", "H", "H", "H", "H", "H", "H", "H", "H", "H", "H", "H", "H", "H", "H", "H", "H", "H", "H", "H", "C", "C", "C", "C", "C", "C", "C", "C", "C", "N", "O", "H", "H", "H", "H", "H", "H", "H", "H", "H", "H", "H", "H", "H", "H", "H", "H", "H", "H", "H", "C", "O", "C", "C", "C", "N", "H", "H", "H", "H", "H", "H", "H", "H", "H", "H", "H", "C", "C", "O", "H", "H", "H", "H", "H", "H", "C", "C", "O", "H", "H", "H", "H", "H", "H"],
  "coordinates": [[11.9863, -15.3658, 21.8657], [12.1373, -14.6342, 20.5507], [11.6037, -13.1776, 20.7738], [13.5881, -14.5546, 20.1307], [14.1028, -15.8645, 19.5302], [13.1404, -16.2776, 18.4259], [11.6672, -16.4503, 18.7963], [10.8538, -16.4655, 17.4940], [11.4266, -17.7052, 19.5908], [11.3085, -15.1909, 19.4291], [9.8951, -15.3043, 19.8906], [10.9204, -15.6567, 22.0535], [12.6093, -16.2348, 21.9666], [12.3015, -14.6031, 22.5617], [10.8255, -13.0706, 21.5365], [12.4177, -12.5546, 21.1280], [11.1919, -12.8174, 19.8455], [13.6775, -13.7542, 19.3623], [14.2000, -14.2892, 20.9633], [15.0081, -15.6509, 19.0462], [14.2144, -16.5477, 20.3381], [13.4966, -17.2040, 17.9121], [13.1593, -15.4213, 17.7200], [9.7686, -16.4317, 17.6676], [11.0878, -17.3046, 16.8517], [11.0619, -15.5038, 17.0245], [10.4250, -17.8254, 19.8177], [12.1374, -17.8907, 20.4770], [11.5823, -18.6566, 18.9846], [9.4176, -14.6284, 19.4010], [15.3462, -11.2696, 12.8570], [16.2287, -11.2704, 14.1783], [16.2399, -9.7770, 14.7334], [15.5747, -12.2481, 15.1054], [16.4217, -12.4930, 16.2839], [17.9026, -12.9372, 15.9896], [18.5349, -12.1122, 14.8411], [19.2256, -10.8266, 15.5042], [19.6624, -12.8879, 14.1261], [17.5432, -11.8444, 13.8626], [18.1032, -11.0210, 12.8325], [15.4118, -10.2971, 12.2302], [15.4174, -12.0465, 12.1245], [14.3240, -11.2918, 13.2173], [16.5939, -9.0540, 13.9875], [15.2016, -9.4772, 15.0079], [16.8355, -9.6151, 15.6192], [14.5761, -12.0111, 15.4797], [15.4234, -13.0988, 14.4361], [16.5169, -11.6034, 16.8908], [16.0842, -13.2452, 17.0341], [17.9935, -14.0153, 15.8241], [18.5535, -12.6266, 16.7975], [20.2182, -11.1507, 15.7960], [18.7692, -10.3949, 16.3527], [19.3358, -10.0806, 14.7549], [19.2477, -13.8111, 13.6934], [20.5675, -13.0841, 14.7247], [20.0688, -12.4140, 13.2192], [18.3809, -11.6466, 12.1750], [10.7535, -8.5976, 18.3863], [9.8065, -8.4074, 19.5773], [8.6789, -7.5543, 19.0657], [9.2461, -9.7501, 20.1364], [8.5935, -9.5209, 21.5754], [9.6448, -8.9278, 22.4501], [10.2357, -7.5536, 21.9837], [9.1268, -6.5261, 22.1746], [11.4217, -7.1885, 22.8459], [10.6598, -7.7161, 20.6057], [11.0269, -6.4138, 20.0026], [11.2021, -7.6242, 18.1339], [11.6051, -9.3019, 18.5922], [10.1580, -8.9293, 17.5876], [8.9388, -6.5517, 18.7954], [8.2560, -8.0709, 18.1794], [7.8265, -7.5638, 19.7432], [8.6005, -10.2160, 19.3764], [10.1051, -10.4011, 20.2016], [7.6180, -8.9898, 21.5022], [8.3635, -10.4400, 22.1180], [10.4148, -9.6110, 22.3792], [9.3312, -8.7478, 23.4960], [8.1602, -6.7511, 21.6344], [9.3265, -5.4386, 22.0447], [8.7557, -6.5037, 23.1922], [11.0669, -7.2390, 23.8895], [11.6717, -6.1372, 22.5785], [12.1646, -7.9537, 22.7119], [11.9810, -6.4825, 19.9645], [14.5496, -9.3245, 18.4538], [15.3332, -9.6795, 19.7457], [15.0495, -11.1754, 19.9801], [16.8980, -9.5542, 19.6283], [17.3667, -8.1252, 19.7681], [16.9142, -7.4437, 21.0315], [15.3594, -7.5974, 21.2915], [15.1627, -7.3367, 22.7476], [14.5013, -6.6527, 20.5277], [14.9974, -8.9570, 20.9636], [13.6292, -9.2056, 21.3139], [13.4727, -9.3576, 18.5769], [14.7428, -10.1363, 17.7080], [14.7928, -8.3138, 18.1911], [15.5796, -11.6441, 19.1996], [13.9833, -11.6182, 20.0339], [15.5205, -11.4902, 20.8863], [17.2891, -10.1936, 20.3971], [17.2006, -9.8915, 18.5812], [16.7863, -7.5626, 19.0057], [18.4250, -7.9672, 19.5587], [17.1985, -6.4031, 21.0499], [17.3280, -7.9293, 21.9153], [14.1138, -7.1449, 22.9306], [15.5403, -8.2647, 23.3076], [15.7333, -6.4597, 22.9897], [13.4739, -6.7494, 20.8537], [14.8496, -5.6703, 20.8382], [14.5262, -6.8294, 19.4362], [13.1069, -9.0761, 20.5411], [10.7635, -14.9311, 13.4723], [11.2082, -15.6955, 12.2283], [9.9940, -16.5060, 11.7678], [11.5580, -14.6949, 11.1116], [12.9023, -14.0621, 11.4138], [13.9249, -15.2270, 11.3586], [13.7381, -16.2159, 12.5871], [14.5257, -17.4522, 12.2814], [14.1044, -15.6080, 13.9345], [12.3221, -16.6765, 12.4287], [12.0620, -17.5074, 13.5443], [11.5646, -14.3540, 13.9193], [9.9181, -14.3115, 13.2265], [10.3048, -15.5361, 14.3251], [10.1859, -16.8307, 10.7588], [9.8319, -17.3002, 12.4359], [9.1179, -15.7836, 11.8639], [11.6405, -15.3860, 10.2012], [10.7596, -13.9549, 10.9293], [13.1102, -13.2183, 10.7179], [12.9197, -13.6281, 12.4004], [14.9697, -14.8500, 11.2997], [13.7148, -15.8092, 10.4710], [14.4149, -18.3239, 12.9094], [15.6278, -17.2139, 12.3445], [14.3232, -17.6879, 11.2159], [13.5335, -16.1390, 14.6898], [13.9120, -14.5248, 13.9613], [15.1810, -15.6477, 14.2129], [11.8773, -18.3428, 13.1442], [10.3496, -8.7562, 12.5562], [9.5395, -9.7812, 13.0451], [8.3333, -9.9210, 12.2979], [7.6335, -11.2094, 12.7622], [7.2329, -11.0804, 14.2535], [8.4236, -12.4141, 12.5779], [11.1193, -8.6683, 13.2767], [9.8561, -7.8029, 12.4269], [10.7972, -9.0184, 11.6087], [7.5819, -9.0858, 12.6183], [8.5941, -9.9373, 11.2333], [6.6533, -11.3433, 12.2484], [6.6361, -10.1767, 14.3004], [8.1493, -11.0774, 14.8151], [6.6156, -11.9361, 14.5020], [8.4010, -12.7466, 11.5885], [9.3277, -12.3196, 12.9937], [6.8494, -13.9537, 17.3212], [7.4436, -12.6860, 17.9695], [8.3834, -13.0444, 18.9691], [6.2283, -14.4502, 18.0034], [7.5259, -14.7339, 16.9763], [6.2536, -13.6119, 16.5156], [6.6486, -12.0354, 18.3156], [7.9761, -12.1592, 17.1851], [8.7842, -12.3295, 19.4825], [12.0459, -11.5960, 15.4258], [11.3211, -12.1462, 16.6505], [12.2129, -13.1590, 17.2890], [12.4412, -12.3332, 14.8393], [12.8936, -10.9208, 15.7992], [11.3803, -11.0007, 14.7916], [10.3646, -12.7191, 16.4754], [11.1882, -11.3212, 17.3474], [11.7909, -13.6504, 18.0010]],
  "lowdin_charge": [-0.030, -0.493, -0.022, -0.144, -0.154, -0.128, -0.549, -0.022, -0.031, -0.062, -0.029, 0.105, 0.063, 0.081, 0.088, 0.070, 0.055, 0.108, 0.116, 0.093, 0.096, 0.138, 0.111, 0.083, 0.085, 0.067, 0.048, 0.105, 0.105, 0.044, -0.022, -0.455, -0.007, -0.170, -0.158, -0.090, -0.502, -0.015, -0.041, -0.094, -0.021, 0.107, 0.058, 0.057, 0.079, 0.084, 0.045, 0.092, 0.106, 0.074, 0.121, 0.114, 0.104, 0.073, 0.042, 0.065, 0.087, 0.088, 0.076, 0.087, -0.029, -0.497, -0.042, -0.085, -0.151, -0.142, -0.539, -0.045, -0.033, -0.043, -0.038, 0.094, 0.068, 0.060, 0.083, 0.096, 0.067, 0.108, 0.094, 0.113, 0.108, 0.092, 0.137, 0.082, 0.095, 0.074, 0.098, 0.104, 0.056, 0.049, -0.005, -0.483, -0.035, -0.112, -0.188, -0.118, -0.556, -0.032, -0.019, -0.081, -0.015, 0.040, 0.089, 0.058, 0.049, 0.093, 0.080, 0.112, 0.128, 0.114, 0.115, 0.116, 0.114, 0.053, 0.131, 0.082, 0.046, 0.102, 0.088, 0.041, -0.035, -0.515, -0.028, -0.143, -0.182, -0.109, -0.507, -0.057, -0.017, -0.081, -0.030, 0.056, 0.039, 0.109, 0.076, 0.057, 0.110, 0.135, 0.117, 0.120, 0.072, 0.125, 0.098, 0.076, 0.101, 0.091, 0.077, 0.051, 0.095, 0.091, -0.118, -0.210, -0.198, -0.437, -0.057, 0.038, 0.073, 0.088, 0.086, 0.149, 0.121, 0.144, 0.073, 0.059, 0.067, 0.095, 0.046, -0.051, -0.281, -0.097, 0.055, 0.077, 0.052, 0.113, 0.082, 0.063, -0.068, -0.229, -0.124, 0.010, 0.091, 0.070, 0.119, 0.078, 0.010],
  "smiles": "CC1(C)CCCC(C)(C)N1O.CC1(C)CCCC(C)(C)N1O.CC1(C)CCCC(C)(C)N1O.CC1(C)CCCC(C)(C)N1O.CC1(C)CCCC(C)(C)N1O.COC[C@H](C)N.CCO.CCO",
  "e_above_lowest_kcal_mol": 62.9,
  "spin_multiplicity": 1,
  "lumo_energy_ev": 0.6
}